{
  "formula": "C45H95F6N4O18S7",
  "method": "ωB97M-V/def2-TZVPD",
  "orbital_gap_ev": 7.5,
  "total_charge": -1,
  "homo_energy_ev": -5.873,
  "lumo_ev": 1.7,
  "species": ["C", "F", "F", "F", "S", "O", "O", "N", "S", "O", "O", "C", "F", "F", "F", "C", "C", "C", "C", "C", "C", "N", "O", "C", "C", "C", "H", "H", "H", "H", "H", "H", "H", "H", "H", "H", "H", "H", "H", "H", "H", "H", "H", "H", "H", "C", "C", "C", "C", "C", "C", "N", "O", "C", "C", "C", "H", "H", "H", "H", "H", "H", "H", "H", "H", "H", "H", "H", "H", "H", "H", "H", "H", "H", "H", "C", "C", "C", "C", "C", "C", "N", "O", "C", "C", "C", "H", "H", "H", "H", "H", "H", "H", "H", "H", "H", "H", "H", "H", "H", "H", "H", "H", "H", "H", "C", "S", "O", "C", "H", "H", "H", "H", "H", "H", "C", "S", "O", "C", "H", "H", "H", "H", "H", "H", "C", "S", "O", "C", "H", "H", "H", "H", "H", "H", "C", "S", "O", "C", "H", "H", "H", "H", "H", "H", "C", "S", "O", "C", "H", "H", "H", "H", "H", "H", "C", "C", "O", "C", "O", "O", "H", "H", "H", "H", "C", "C", "O", "C", "O", "O", "H", "H", "H", "H"],
  "coordinates": [[1.023392, 0.736496, 0.834605], [2.323062, 0.818136, 0.922505], [0.429652, 1.023646, 2.082695], [0.660182, 1.616726, 0.008195], [0.556632, -1.009974, 0.119975], [1.650932, -1.261264, -0.836255], [0.504052, -1.883414, 1.290385], [-1.018168, -0.678184, -0.530275], [-0.948288, -0.989174, -1.995915], [-0.404598, 0.139266, -2.782805], [-0.493758, -2.325804, -2.293465], [-2.845468, -1.009404, -2.526445], [-3.451928, -2.025404, -2.128325], [-3.435058, 0.113066, -2.036175], [-2.917018, -1.040774, -3.833045], [-5.328498, 0.672216, 2.708105], [-3.858768, 1.105176, 2.563485], [-3.453118, 2.279746, 3.516875], [-3.385208, 1.770626, 4.993325], [-2.354278, 0.620946, 5.123645], [-2.576388, -0.471154, 4.084955], [-2.868988, 0.085176, 2.746625], [-2.894398, -0.891904, 1.746705], [-1.224958, -1.244334, 3.948395], [-3.695618, -1.497654, 4.549665], [-3.776348, 1.720216, 1.158515], [-5.563198, -0.046714, 1.923155], [-5.903318, 1.596826, 2.655565], [-5.409368, 0.297606, 3.728515], [-2.485638, 2.670396, 3.201475], [-4.157678, 3.093436, 3.344825], [-4.350948, 1.381036, 5.315275], [-3.123008, 2.586786, 5.666545], [-2.571038, 0.214916, 6.111695], [-1.300338, 0.886196, 5.040225], [-0.504348, -0.484504, 3.645945], [-1.007538, -1.534994, 4.976185], [-1.134808, -2.069214, 3.241605], [-3.222368, -2.311944, 5.098365], [-4.477288, -1.123084, 5.210565], [-4.268508, -1.871364, 3.700995], [-2.828918, 2.216146, 0.947475], [-4.622398, 2.395486, 1.030855], [-3.885678, 0.941366, 0.403835], [-2.426648, -0.533224, 0.988965], [5.315662, -4.191084, 3.207555], [6.048092, -3.696434, 1.912865], [5.011122, -2.926484, 1.001095], [4.724702, -1.452944, 1.421975], [5.946702, -0.592974, 1.624815], [6.968182, -1.331714, 2.558655], [7.135592, -2.761634, 2.211015], [8.103022, -3.343244, 2.982125], [8.226242, -0.628734, 2.090095], [6.484302, -1.020814, 3.947965], [6.581602, -4.903714, 1.151215], [4.526312, -4.886584, 2.922425], [4.987792, -3.325734, 3.783555], [5.979182, -4.771284, 3.848805], [5.305672, -2.932334, -0.048335], [4.034442, -3.406074, 1.065735], [4.174502, -1.571614, 2.355405], [4.045702, -0.944094, 0.737775], [5.523682, 0.308606, 2.067875], [6.180522, -0.316124, 0.596815], [8.403912, -0.888644, 1.046555], [8.171322, 0.456136, 2.180265], [9.123162, -0.934334, 2.628835], [5.644142, -1.508094, 4.442715], [7.229772, -1.460204, 4.610775], [6.288182, 0.037156, 4.122135], [7.230652, -4.503364, 0.372395], [5.992792, -5.534334, 0.485085], [7.271422, -5.539194, 1.706565], [8.881922, -3.158094, 2.452375], [-7.639078, 3.417546, -8.518865], [-7.810618, 1.995606, -7.882525], [-7.428718, 1.007806, -8.947455], [-5.886778, 0.935386, -9.195825], [-5.253678, 0.593986, -7.845785], [-5.547698, 1.627516, -6.696435], [-7.006668, 1.836456, -6.676575], [-7.379528, 2.478376, -5.484235], [-5.083238, 0.948606, -5.385265], [-4.671968, 2.875576, -6.950585], [-9.335338, 1.653576, -7.667835], [-8.576138, 3.723326, -8.984185], [-6.910428, 3.626686, -9.302075], [-7.467798, 4.285076, -7.881555], [-7.801788, 0.006306, -8.733155], [-7.967528, 1.270406, -9.857845], [-5.584388, 1.914566, -9.567115], [-5.663998, 0.235886, -10.001535], [-4.213558, 0.544256, -8.167945], [-5.592888, -0.377814, -7.487105], [-5.523048, -0.041274, -5.263585], [-4.034688, 0.680906, -5.515555], [-5.188348, 1.495916, -4.448505], [-3.839998, 2.653316, -7.618815], [-5.194788, 3.661736, -7.495295], [-4.295198, 3.285076, -6.013325], [-9.590048, 0.614816, -7.457635], [-9.870478, 1.792636, -8.607185], [-9.800038, 2.290136, -6.914875], [-7.239248, 3.410706, -5.665025], [3.201822, 1.651456, -2.127535], [3.723102, 1.318876, -3.876335], [5.223062, 1.057076, -3.960005], [2.851832, -0.235574, -4.323075], [3.186152, 2.735226, -2.012135], [3.829142, 1.169976, -1.377375], [2.167852, 1.330296, -2.001635], [3.157472, -0.747674, -5.235455], [1.785982, -0.036714, -4.434945], [2.873552, -0.948824, -3.499125], [1.766142, -4.080304, 3.652515], [0.808962, -5.659474, 3.755175], [0.743642, -6.126724, 5.215315], [-0.859168, -4.887394, 3.351095], [2.752752, -4.160044, 4.108945], [1.348602, -3.353344, 4.349145], [1.592382, -3.775564, 2.620505], [-0.650218, -4.087644, 2.640585], [-1.221378, -4.361264, 4.234325], [-1.518378, -5.652114, 2.940295], [3.059632, 0.585416, 4.929325], [1.911602, 0.531136, 6.373595], [0.890462, -0.503174, 5.953395], [3.076582, -0.340354, 7.497145], [3.355922, -0.394524, 4.555125], [3.938162, 1.137876, 5.262605], [2.582532, 1.118366, 4.106875], [4.070932, 0.094796, 7.397075], [3.078222, -1.423254, 7.372925], [2.766082, -0.135464, 8.521705], [-1.259728, 2.025346, -5.062055], [-1.185538, 3.787986, -4.499185], [-2.584178, 4.335796, -4.827785], [-1.259578, 3.376016, -2.732355], [-1.847638, 1.479536, -4.324115], [-0.264898, 1.618276, -4.881245], [-1.581798, 1.933416, -6.099325], [-2.087628, 2.699316, -2.521385], [-1.757568, 4.177986, -2.187415], [-0.413778, 3.137236, -2.087605], [0.565132, 3.245516, 4.169575], [-0.651798, 4.337456, 5.005105], [0.066742, 5.676406, 4.866995], [-0.572548, 3.645236, 6.737665], [1.599342, 3.505956, 4.394695], [0.464982, 3.237656, 3.084215], [0.393622, 2.213956, 4.477095], [-1.098528, 2.695896, 6.838715], [-1.210518, 4.217176, 7.411445], [0.434782, 3.558406, 7.144905], [6.265152, 4.600626, -1.157325], [6.586042, 3.155386, -1.183495], [5.901892, 2.598936, -0.033495], [4.942332, 3.454536, 0.347785], [4.016652, 3.164086, 1.111495], [5.070962, 4.587886, -0.318655], [5.898382, 4.887456, -2.142875], [6.994982, 5.294786, -0.740685], [7.626312, 2.970126, -0.915865], [6.348422, 2.764006, -2.172665], [0.980072, -4.520114, -0.738825], [-0.472918, -4.614184, -0.240905], [-0.398668, -5.812074, 0.556065], [0.752902, -6.520014, 0.298935], [0.963522, -7.698324, 0.566155], [1.421182, -5.845164, -0.645325], [1.658212, -4.035114, -0.036695], [1.035992, -4.068564, -1.729325], [-1.204378, -4.707384, -1.043625], [-0.746068, -3.775814, 0.399895]],
  "forces_ev_per_angstrom": [[-0.9, -1.9, 2.2], [0.9, -0.5, 0.9], [1.1, -0.8, -2.0], [-1.6, 2.4, -2.0], [0.5, 0.2, 1.3], [-2.0, 0.6, 1.1], [-0.4, 0.9, -1.5], [2.8, -0.2, 4.7], [-1.1, 0.9, -5.6], [-0.5, -1.6, 0.6], [-0.1, 0.0, -0.4], [3.0, 2.8, 0.5], [-1.9, -3.2, 2.1], [0.1, -0.3, -0.4], [0.3, 0.8, -1.4], [1.0, 0.5, 1.0], [0.0, 1.6, -0.5], [-0.6, -1.2, 0.7], [0.7, 0.3, -1.2], [-1.1, 0.4, -0.3], [-0.7, -2.2, -1.2], [1.4, 1.1, 0.4], [-1.0, -1.0, 0.4], [-0.6, 1.0, 0.6], [0.2, 0.3, -0.2], [0.2, -0.7, -0.4], [-0.3, 0.0, 0.3], [-0.4, -0.3, -0.2], [-0.6, -0.4, -0.2], [0.2, -0.2, 0.0], [-0.2, 0.0, 0.4], [-0.1, 0.1, -0.1], [0.0, 0.1, 0.1], [0.6, -0.4, 0.1], [-0.1, 0.5, 0.2], [0.2, -0.2, 0.1], [0.4, -0.3, -0.2], [-0.6, 0.1, 0.2], [0.0, -0.2, -0.2], [0.2, 0.6, 0.2], [0.4, -0.3, -0.2], [0.0, 0.2, 0.2], [0.2, 0.2, 0.0], [-0.1, 0.0, -0.1], [0.5, 0.1, 0.0], [0.7, 0.1, -0.6], [-1.9, 0.3, 0.5], [0.1, 0.8, 0.3], [-0.4, -1.4, 0.6], [-1.9, -1.4, -0.4], [-1.8, 1.0, -2.4], [-1.5, 1.1, -1.9], [1.2, -0.5, 1.0], [1.4, -0.1, 0.8], [1.0, -0.6, 2.0], [1.8, 0.2, -1.2], [-0.3, 0.3, 0.1], [-0.5, -0.3, -0.1], [0.3, 0.1, 0.0], [0.3, -0.2, 0.0], [0.1, -0.5, -0.1], [-0.2, 0.3, 0.3], [-0.1, -0.4, -0.2], [0.7, 0.3, 0.3], [1.2, -0.1, 0.1], [-0.2, 0.1, 0.0], [-0.2, 0.0, 0.0], [0.2, 0.0, 0.3], [-0.7, -0.3, -1.2], [0.6, 0.8, 0.4], [0.6, 0.1, 0.0], [0.4, 0.4, -0.1], [-1.1, 0.1, 0.8], [-0.4, 0.0, 0.5], [0.4, -0.4, 0.2], [-1.2, 1.2, -0.2], [-0.6, 0.9, 0.2], [1.5, -0.9, -1.2], [-2.3, 0.4, 0.7], [0.0, 0.4, -0.7], [0.5, -0.7, -0.9], [0.7, -2.0, 0.3], [-0.7, 0.2, -0.9], [0.3, -0.6, -0.5], [-0.4, 0.4, 0.0], [0.2, 0.9, 0.2], [-0.3, -0.2, -0.2], [0.4, -1.0, 0.0], [0.1, -0.4, 0.9], [0.1, -0.1, 0.4], [0.0, 0.3, -0.1], [0.4, 0.1, 0.2], [0.1, -0.3, 0.2], [0.5, -0.1, 1.2], [0.0, -0.2, -0.2], [-0.6, 0.1, 0.0], [0.3, 0.4, 0.0], [-0.1, 0.3, -0.3], [0.2, -0.2, 0.3], [-0.3, 0.1, 0.2], [0.1, 0.1, -0.2], [0.8, -0.1, 0.5], [0.2, 0.5, -0.2], [0.0, 0.0, 0.0], [0.1, 0.6, 0.2], [-0.2, -0.5, -0.6], [0.7, 0.0, -0.8], [-1.3, 0.2, 0.6], [-0.7, -0.3, 1.2], [0.3, 0.0, -0.1], [0.1, -0.1, -0.2], [0.0, -0.2, -0.2], [0.7, 0.6, 0.0], [-0.1, 0.5, 0.0], [0.4, 0.0, 0.1], [-1.1, -0.3, 1.2], [-0.7, 0.2, 1.7], [0.2, 0.7, -1.8], [1.3, 0.2, 0.2], [0.3, -0.6, -1.0], [-0.8, 0.2, -0.2], [0.8, 0.3, 0.0], [-0.1, -0.3, -0.4], [-0.1, -0.5, 0.2], [0.1, 0.2, 0.2], [0.0, 0.5, 0.4], [0.4, -2.1, -1.4], [0.4, 1.1, 0.8], [-0.1, 0.6, 0.5], [-0.2, -0.2, 0.4], [0.1, 0.1, -0.2], [-0.1, 0.1, 0.2], [0.0, -0.1, -0.2], [-0.1, 0.1, -0.5], [-0.2, 0.0, 0.0], [0.7, 0.4, 1.0], [-2.1, -0.6, -0.3], [1.9, -0.4, 0.6], [-1.4, 0.4, 1.4], [-0.5, 0.1, -0.5], [0.2, 0.0, -0.4], [0.0, 0.2, 0.2], [0.3, -1.0, -0.6], [0.5, 1.1, -0.5], [0.4, -0.3, -0.9], [-0.3, -0.9, 0.4], [1.6, 0.7, -0.5], [-1.1, -1.2, 0.9], [-0.1, 0.1, 0.0], [-0.2, 0.4, 0.4], [-0.4, 0.5, 0.1], [-0.1, -0.1, 0.1], [0.4, -0.5, -0.8], [0.3, 0.9, -0.3], [0.0, 0.1, -0.2], [-1.8, 0.6, 0.2], [1.9, -0.8, 0.9], [-0.2, -0.3, -0.7], [-2.5, -1.5, 1.2], [2.6, 1.0, -1.6], [-0.1, 1.5, 0.0], [0.4, 0.5, 0.1], [-0.1, -0.1, 0.0], [0.1, -0.1, -0.6], [-0.4, -0.9, 0.5], [-0.5, 1.0, 0.7], [1.0, 0.2, 0.3], [0.3, -0.7, 0.8], [-1.6, -2.4, -1.9], [-0.3, 3.1, 0.3], [1.3, -1.4, -0.5], [-0.4, 1.0, -0.1], [0.3, -0.5, 0.1], [0.1, -0.3, 0.0], [0.0, -0.1, -0.1]]
}